No. 1
Density functional theory data (ωB97M-V/def2-TZVPD) for C35H41BCl3KN9OS as an isolated structure.

Summary:
- max |F| (hartree/bohr) = 0.0054
- E_HOMO (hartree) = -0.21866
- LUMO energy (eV) = 2.113
- net charge = -1
- ΔE to the lowest compared entry with this formula, charge and spin (kcal/mol) = 0.0
- gap between HOMO and LUMO (eV) = 8.063

Each line ends with the Mulliken charge.
Geometry (Å):
K 0.6074 -0.2145 1.3765  0.981
C 3.0735 2.4341 -2.2132  -1.363
C 3.3273 2.2379 -0.7157  0.915
C 3.3649 0.7514 -0.3782  -0.946
C 2.3216 2.9979 0.1080  -0.236
C 2.1126 4.3909 0.1908  -1.637
C 1.0554 4.5257 1.0644  -0.342
N 0.6679 3.2945 1.4557  0.279
N 1.4476 2.3628 0.8739  0.455
B -0.4478 2.9953 2.5029  -0.509
N -1.6296 2.1513 1.9499  1.163
C -2.6887 2.6600 1.2929  -0.372
C -3.5954 1.6463 1.0783  -1.374
C -2.9943 0.5164 1.6667  0.174
N -1.8143 0.8327 2.1783  -0.795
C -3.5347 -0.8854 1.7664  0.427
C -3.1854 -1.7291 0.5376  -0.698
C -3.0528 -1.5841 3.0367  -1.545
N 0.1414 2.3690 3.7781  0.004
C 0.1772 2.9456 4.9945  -0.334
C 0.8598 2.1098 5.8482  -1.436
C 1.2239 1.0127 5.0404  0.008
N 0.7837 1.1818 3.8034  0.369
C 1.9662 -0.2264 5.4595  0.682
C 2.3940 -1.0820 4.2718  -1.227
C 1.1221 -1.0496 6.4363  -1.383
H 3.8361 1.9194 -2.8036  0.459
H 3.0814 3.4913 -2.4853  0.415
H 2.0984 2.0243 -2.4836  0.081
H 4.3161 2.6558 -0.4909  0.428
H 2.4426 0.2376 -0.6633  -0.236
H 3.5323 0.5807 0.6862  0.225
H 4.1742 0.2685 -0.9305  0.542
H 2.6556 5.1800 -0.3034  0.444
H 0.5559 5.4021 1.4424  0.487
H -0.8950 4.0832 2.7952  -0.244
H -2.7281 3.7089 1.0475  0.527
H -4.5561 1.7132 0.5943  0.426
H -4.6262 -0.7992 1.8151  0.449
H -2.1031 -1.8756 0.4691  -0.215
H -3.5288 -1.2529 -0.3828  0.325
H -3.6467 -2.7178 0.6057  0.478
H -1.9705 -1.7191 3.0109  0.173
H -3.5157 -2.5691 3.1281  0.455
H -3.2891 -0.9965 3.9243  0.428
H -0.2837 3.9058 5.1557  0.477
H 1.0673 2.2656 6.8940  0.425
H 2.8688 0.0999 5.9896  0.280
H 1.5307 -1.5048 3.7566  0.096
H 3.0079 -1.9199 4.6076  0.481
H 2.9696 -0.5045 3.5479  0.207
H 0.2103 -1.3916 5.9412  0.260
H 0.8299 -0.4577 7.3050  0.390
H 1.6728 -1.9268 6.7839  0.406
N 1.5732 -2.6521 0.8113  -0.810
C 0.9104 -2.6323 -0.1486  0.000
Cl -3.7431 -5.5515 -0.9349  -0.227
C -3.0185 -4.3935 -2.0127  0.380
C -1.6953 -4.0341 -1.8560  -0.800
C -1.1472 -3.0993 -2.7197  0.232
C -1.8938 -2.4767 -3.7118  -0.288
C -1.3253 -1.3713 -4.5924  -0.113
C -1.9168 0.0138 -4.2571  -0.841
N -1.4784 0.6282 -3.0136  0.433
C -0.9863 1.9112 -2.9083  -1.457
C -0.5321 2.0399 -1.6304  -0.403
N -0.6990 0.8552 -0.9559  1.283
C -1.2875 0.0492 -1.8013  -0.948
O 0.0758 -1.4108 -4.7399  -0.345
C 0.9246 -0.7771 -3.7707  1.021
C 2.3144 -1.3000 -3.9335  -0.929
C 3.1347 -0.9988 -4.9753  0.781
Cl 2.7593 0.0206 -6.3068  -0.244
S 4.6830 -1.7236 -4.8373  -0.261
C 4.2434 -2.4514 -3.3457  -0.309
C 2.9713 -2.1443 -2.9866  -0.720
C -3.2190 -2.8978 -3.8529  0.633
Cl -4.2430 -2.2681 -5.1286  -0.239
C -3.7925 -3.8433 -3.0200  -0.874
H -1.0834 -4.4280 -1.0553  0.451
H -0.1187 -2.8280 -2.5431  0.178
H -1.6910 -1.5718 -5.6028  0.550
H -3.0013 -0.0792 -4.2635  0.444
H -1.6381 0.7001 -5.0574  0.461
H -1.0111 2.5955 -3.7391  0.371
H -0.0790 2.9000 -1.1649  0.450
H -1.5518 -0.9727 -1.5942  0.173
H 0.6031 -0.9693 -2.7473  -0.749
H 0.9196 0.3049 -3.9332  0.591
H 4.9478 -3.0638 -2.8075  0.483
H 2.5041 -2.4870 -2.0695  0.277
H -4.8228 -4.1381 -3.1544  0.436

Atomic forces in eV per Å
-0.1 0.2 0.1
0.0 0.0 0.0
0.0 0.0 0.0
0.1 -0.1 0.0
-0.1 0.0 0.0
0.0 0.0 0.0
0.0 -0.1 0.0
0.0 0.1 0.0
0.0 -0.2 0.1
0.0 0.2 0.1
0.1 0.0 -0.1
0.0 0.0 0.0
0.0 0.0 0.0
0.0 0.0 -0.1
0.0 0.1 0.1
0.0 0.0 0.0
0.0 0.0 0.0
0.0 0.0 0.0
0.0 0.0 0.0
0.0 0.0 0.0
0.0 0.0 0.0
-0.1 0.0 0.1
0.1 0.0 -0.1
0.0 0.0 0.0
0.0 0.0 0.0
0.0 0.0 0.0
0.0 0.0 0.0
0.0 0.0 0.0
0.0 0.0 0.0
0.0 0.0 0.0
0.0 0.1 0.0
0.0 0.0 0.0
0.0 0.0 0.0
0.0 0.0 0.0
0.0 0.0 0.0
0.0 0.0 0.0
0.0 0.0 0.0
0.0 0.0 0.0
0.0 0.0 0.0
0.0 0.0 0.0
0.0 0.0 0.0
0.0 0.0 0.0
0.0 0.0 0.0
0.0 0.0 0.0
0.0 0.0 0.0
0.0 0.0 0.0
0.0 0.0 0.0
0.0 0.0 0.0
0.0 0.0 0.0
0.0 0.0 0.0
0.0 0.0 0.0
0.0 0.0 0.0
0.0 0.0 0.0
0.0 0.0 0.0
0.0 -0.2 -0.1
0.1 -0.2 -0.1
0.0 0.0 0.0
0.0 0.0 0.0
0.1 0.0 0.0
0.0 0.0 0.0
-0.1 0.0 0.0
-0.1 0.1 0.0
0.1 0.0 0.0
0.0 0.0 -0.1
-0.1 0.0 0.0
0.1 -0.1 0.0
-0.2 0.1 0.1
0.0 0.0 0.0
0.1 -0.2 0.1
0.0 0.1 0.0
0.0 0.0 0.0
0.1 0.0 0.0
0.0 0.0 0.0
0.0 0.0 0.0
0.0 0.0 0.0
0.0 -0.1 0.0
0.1 0.0 0.0
0.0 0.0 0.0
0.0 0.0 0.0
0.0 0.0 0.0
0.1 0.0 0.0
0.0 0.0 0.0
-0.1 0.0 0.0
0.0 0.0 0.0
0.0 0.0 0.0
0.0 0.0 0.0
0.0 0.0 0.0
0.1 0.0 0.0
0.0 0.0 0.0
0.0 0.0 0.0
0.0 0.0 0.0
0.0 0.0 0.0


No. 2
Density functional theory data (ωB97M-V/def2-TZVPD) for C46H28IrN7 as an isolated structure at a distorted geometry.

Summary:
- max |F| (hartree/bohr) = 0.0195
- E_HOMO (alpha / beta) (hartree) = -0.21768 / -0.28954
- LUMO energy (alpha / beta) (eV) = -1.109 / -3.061
- gap between HOMO and LUMO (alpha / beta) (eV) = 4.814 / 4.818
- spin multiplicity = 5

Each line ends with the Löwdin spin population.
Geometry (Å):
Ir -0.3493 0.0130 0.0277  1.461
C -4.0723 4.9200 -4.6347  0.015
C -2.8141 5.2266 -4.1369  -0.001
C -2.1616 4.3429 -3.2937  0.018
C -2.7562 3.1291 -2.9381  0.021
C -4.0123 2.8224 -3.4654  0.018
C -4.6683 3.7131 -4.2993  -0.001
C -2.0703 2.1796 -2.0357  0.215
C -1.6485 2.6531 -0.7580  0.063
C -1.8892 3.9396 -0.2606  0.119
C -1.1461 4.0731 0.9053  0.097
C -0.5077 2.8526 1.1231  0.088
C 0.4154 2.5756 2.1900  0.245
C 1.0311 3.7057 2.9227  0.027
C 0.2969 4.5889 3.7102  0.014
C 0.9326 5.6252 4.3768  -0.001
C 2.3039 5.7968 4.2622  0.010
C 3.0447 4.9194 3.4833  0.000
C 2.4135 3.8795 2.8204  0.017
C 0.8137 1.3003 2.5485  -0.006
N 0.4937 0.1440 1.8923  0.171
C 1.0215 -0.8863 2.6236  0.013
C 0.9661 -2.2313 2.2873  0.217
C 1.6367 -3.1932 3.1953  0.024
C 0.9027 -4.1335 3.9156  0.012
C 1.5445 -5.0006 4.7860  0.000
C 2.9230 -4.9534 4.9339  0.007
C 3.6612 -4.0352 4.1998  0.000
C 3.0248 -3.1570 3.3377  0.013
C 0.3728 -2.7513 1.1004  0.068
C 0.3459 -4.1045 0.7539  0.104
C -0.1723 -4.1827 -0.5305  0.100
C -0.4246 -2.8725 -0.9546  0.074
N -0.1307 -1.9985 0.0634  0.073
C -0.8769 -2.5099 -2.2684  0.220
C -1.2663 -1.2288 -2.6275  -0.004
C -1.6682 -0.8250 -3.9492  -0.013
C -2.0305 0.4745 -3.8750  -0.023
C -1.8344 0.8913 -2.5113  0.010
N -1.3401 -0.1519 -1.7833  0.153
C -0.9280 -3.5775 -3.2891  0.022
C -2.1163 -3.8720 -3.9604  0.018
C -2.1619 -4.8824 -4.9075  -0.001
C -1.0200 -5.6105 -5.2063  0.016
C 0.1696 -5.3227 -4.5516  -0.001
C 0.2158 -4.3180 -3.6002  0.019
C 1.6464 -0.3577 3.8141  -0.027
C 1.5406 0.9838 3.7557  -0.012
N -0.8419 1.9684 0.1286  0.076
H -4.5860 5.6202 -5.2806  0.001
H -2.3364 6.1601 -4.4057  0.000
H -1.1680 4.5689 -2.9303  0.000
H -4.4810 1.8827 -3.2011  0.001
H -5.6499 3.4679 -4.6836  0.000
H -2.5339 4.6729 -0.7119  0.004
H -1.0681 4.9448 1.5317  0.004
H -0.7697 4.4425 3.8288  0.000
H 0.3527 6.3026 4.9908  0.000
H 2.7940 6.6079 4.7849  0.001
H 4.1158 5.0423 3.3902  0.000
H 2.9909 3.1964 2.2083  0.001
H -0.1743 -4.1673 3.8033  0.000
H 0.9599 -5.7155 5.3515  0.000
H 3.4223 -5.6287 5.6165  0.000
H 4.7387 -3.9973 4.2946  0.000
H 3.6124 -2.4570 2.7543  0.001
H 0.6828 -4.9206 1.3700  0.004
H -0.3536 -5.0751 -1.1031  0.003
H -1.6492 -1.4437 -4.8296  0.000
H -2.3608 1.1112 -4.6774  -0.001
H -3.0164 -3.3256 -3.7087  0.000
H -3.0942 -5.1080 -5.4091  0.000
H -1.0607 -6.4077 -5.9372  0.001
H 1.0653 -5.8857 -4.7798  0.000
H 1.1475 -4.0849 -3.1017  0.000
H 2.0957 -0.9481 4.5931  -0.001
H 1.8772 1.7125 4.4729  0.000
N 5.0696 -1.4067 1.7495  0.017
C 4.4374 -0.6557 1.1311  0.005
N 3.7691 0.2462 0.4747  0.038
C 2.6840 0.2923 -0.1469  0.061
N 1.6774 0.3945 -0.7600  0.111

Atomic forces in eV per Å
-0.3 -0.1 0.2
0.0 0.0 0.0
0.0 0.1 0.0
0.0 -0.2 0.0
-0.1 0.2 -0.1
0.0 0.0 0.1
0.0 0.0 0.0
0.1 -0.4 0.0
-0.2 0.4 0.1
-0.1 -0.3 -0.3
0.2 -0.1 0.3
-0.3 0.4 -0.1
0.2 -0.5 0.2
0.1 0.1 0.0
0.0 -0.1 0.0
-0.1 0.1 0.0
0.0 0.0 0.0
0.0 0.0 0.0
0.0 0.0 -0.1
-0.2 0.3 0.0
0.3 -0.1 0.1
-0.1 -0.2 -0.1
0.1 0.3 0.2
0.1 -0.2 0.2
0.0 0.1 0.0
-0.1 -0.1 0.0
0.0 0.0 0.0
0.0 -0.1 0.1
-0.2 0.0 -0.1
0.0 -0.4 -0.1
0.0 0.2 0.3
-0.2 0.3 -0.3
0.0 -0.5 0.2
0.1 0.5 -0.1
-0.1 0.4 0.0
0.1 -0.4 0.1
-0.1 0.3 -0.2
0.0 -0.2 -0.1
0.0 0.2 0.1
0.3 0.2 -0.2
0.0 -0.2 -0.2
0.0 0.0 0.2
0.0 0.0 -0.1
0.0 0.0 0.0
0.0 0.0 0.0
0.0 0.1 0.0
0.1 0.2 0.1
0.1 -0.2 0.0
0.1 -0.3 -0.1
0.0 0.0 0.0
0.0 0.0 0.0
0.0 0.0 0.1
0.0 0.0 0.0
0.0 0.0 0.0
0.0 0.0 0.0
0.0 0.0 -0.1
0.0 0.0 0.0
0.0 0.0 0.0
0.0 0.0 0.0
0.0 0.0 0.0
0.0 0.0 0.0
0.0 0.0 0.0
0.0 0.0 0.0
0.0 0.0 0.0
0.0 0.0 0.0
-0.1 -0.1 0.2
0.0 0.0 0.0
0.0 0.0 0.0
0.0 0.0 0.0
0.0 0.0 0.0
0.0 0.0 0.0
0.0 0.0 0.0
0.0 0.0 0.0
0.0 0.0 0.0
0.0 0.0 0.0
0.0 0.0 0.0
0.0 0.0 0.0
0.1 0.2 -0.2
-0.2 -0.4 0.0
0.4 0.9 0.1
-0.4 -0.6 -0.1
0.2 0.1 -0.1


Q: The highest max |F| belongs to which entry?
A: C46H28IrN7


Q: Which value of max |F| does entry 2 give?
A: 0.0195 hartree/bohr


Q: Which formula does entry 2 have?
A: C46H28IrN7